Record 1
279
Properties=species:S:1:pos:R:3:forces:R:3 method="wB97M-V/def2-TZVPD" relative_energy_ev=0.000 homo_lumo_gap_ev=7.47 mol_weight_g_mol=1468.32
O 2.6577 1.9981 -3.4357 0.213 -0.285 0.217
H 1.9760 2.0704 -4.1037 -0.255 -0.089 -0.243
H 3.0685 2.8626 -3.4175 0.159 0.295 0.047
O 5.9079 -2.0752 2.2294 0.458 0.342 0.303
H 5.7317 -1.7789 1.3364 -0.117 -0.328 -0.285
H 5.1000 -2.5104 2.5016 -0.533 -0.368 0.018
O 0.2046 -4.9433 1.7031 -0.141 0.326 0.377
H 0.7552 -5.6584 2.0219 0.178 -0.186 0.150
H 0.3923 -4.8954 0.7658 0.030 0.072 -0.288
O -0.0361 -1.7915 3.7690 -0.291 0.039 0.606
H 0.5319 -1.4811 3.0639 0.554 0.293 -0.626
H -0.2270 -2.7012 3.5405 -0.148 -0.407 -0.099
O 5.5576 -1.1938 -0.6042 -0.163 -0.220 0.499
H 5.8377 -0.4605 -0.0563 0.236 0.348 0.073
H 5.4273 -0.8095 -1.4711 -0.137 0.127 -0.806
C -0.2057 -2.0256 0.2134 1.969 0.899 -0.490
C 0.6312 -0.6509 0.2726 -3.436 0.335 -0.815
C -0.4489 0.4223 0.7808 1.221 0.170 -1.133
C 0.1760 1.7376 1.2662 0.047 -0.345 0.345
C 1.1615 1.3959 2.3969 -1.997 0.013 -0.965
C 2.2486 0.4528 1.8992 -0.020 1.136 -0.046
N 1.7166 -0.7778 1.2435 -1.867 0.588 1.282
O 2.6853 -1.6411 0.7638 0.440 -0.042 0.320
C 3.0968 1.2972 0.8986 1.459 -1.187 0.797
C 3.0224 0.1023 3.1976 1.082 0.046 -1.143
C 1.0826 -0.2192 -1.1700 0.660 -0.171 0.672
H -0.4112 -2.3822 1.2227 -0.359 0.130 -0.206
H 0.4243 -2.7684 -0.2758 0.214 -0.152 0.107
H -1.0687 -1.9562 -0.4489 -0.279 0.349 0.378
H -1.0388 0.7279 -0.0833 -0.195 -0.500 -0.283
H -1.1444 -0.0532 1.4724 0.210 0.214 0.428
H -0.6136 2.4590 1.4764 -0.243 -0.130 0.877
H 0.6798 2.3111 0.4881 0.324 -0.493 -0.473
H 0.5550 0.8743 3.1373 0.111 0.113 0.512
H 1.5826 2.3126 2.8097 0.311 -0.249 0.229
H 3.8464 0.6107 0.5051 0.240 -0.034 -0.356
H 2.6457 1.7786 0.0310 -0.346 -0.044 0.493
H 3.7172 1.9777 1.4818 -0.244 0.441 -0.087
H 3.4057 1.0072 3.6691 -0.048 0.304 -0.217
H 2.4648 -0.3836 3.9983 -0.312 -0.352 -0.477
H 3.9064 -0.4589 2.8951 0.031 -0.399 0.431
H 1.2463 0.8568 -1.2290 0.622 -0.046 0.291
H 0.5026 -0.3554 -2.0828 -0.963 -0.745 0.533
H 1.9747 -0.8188 -1.3508 0.416 0.483 -0.382
H 3.1806 -1.1024 0.1423 0.759 -0.229 -0.507
C 4.3569 4.9059 2.6963 -0.054 0.663 0.423
C 3.0216 5.6084 3.1002 0.209 0.074 -1.040
C 2.0488 5.3401 1.9269 -1.766 0.147 0.958
C 0.5890 5.6639 2.3768 1.363 0.195 0.418
C 0.1669 4.8946 3.6247 0.129 0.636 -0.099
C 1.1577 5.1352 4.8008 1.066 -2.243 0.886
N 2.5493 4.9911 4.3119 -1.315 -0.848 -0.584
O 3.5082 4.9252 5.3608 -0.326 0.617 -0.578
C 0.8584 6.4381 5.5316 -0.077 -0.191 -0.064
C 0.9980 3.9209 5.8290 -0.831 1.128 0.263
C 3.2331 7.1382 3.1338 1.320 0.241 0.597
H 5.1290 5.4628 3.2270 0.493 -0.314 -0.338
H 4.5068 4.8820 1.6169 0.083 0.683 -0.050
H 4.4392 3.8466 2.9396 -0.418 -0.023 0.534
H 2.2450 6.0545 1.1273 0.504 -0.305 -0.205
H 2.1421 4.3054 1.5972 0.006 -0.048 -0.194
H -0.1371 5.7006 1.5647 -0.064 -0.486 -0.019
H 0.6631 6.6965 2.7180 -0.229 0.317 -0.152
H -0.0165 3.8348 3.4483 0.264 -0.055 -0.016
H -0.7852 5.3454 3.9047 -0.168 -0.261 0.349
H -0.0677 6.3074 6.0913 -0.083 0.112 0.038
H 1.6501 6.6692 6.2443 0.041 0.093 -0.111
H 0.7129 7.2536 4.8231 0.118 0.158 0.110
H -0.0651 3.9088 6.0692 -0.254 -0.441 -0.179
H 1.3437 2.9260 5.5481 -0.162 0.160 -0.798
H 1.4431 4.0453 6.8162 0.400 0.698 -0.141
H 3.7404 7.5029 4.0269 0.120 -0.504 0.442
H 2.3809 7.8160 3.0842 -0.264 -0.458 -0.534
H 3.9804 7.3394 2.3663 -0.368 0.421 -0.434
H 3.9311 4.0934 5.1354 0.237 -0.184 0.376
C 0.3241 7.5902 -1.1376 0.642 0.221 0.115
C -0.5393 6.5880 -1.9158 0.346 -0.762 0.555
C 0.0356 5.0865 -1.6042 -1.465 1.384 -1.408
C -0.9469 3.9308 -1.8509 -1.859 1.150 0.461
C -2.3024 4.2721 -1.1039 1.699 0.738 0.383
C -2.8890 5.6974 -1.4267 0.102 -1.648 -0.673
N -1.8861 6.7117 -1.2939 1.668 -0.362 1.263
O -2.4038 8.0258 -1.3769 -0.006 -0.173 -0.958
C -3.4217 5.6249 -2.8430 -0.738 0.314 -0.329
C -3.9862 5.9489 -0.3912 -0.063 0.991 -0.126
C -0.4536 6.8534 -3.4447 -1.038 -0.187 0.078
H 1.3848 7.3514 -1.0601 0.117 -0.629 -0.321
H -0.0146 7.6372 -0.1026 -0.150 0.173 -0.047
H 0.3636 8.5856 -1.5801 -0.579 0.085 0.040
H 0.7838 4.9284 -2.3810 0.776 0.283 0.561
H 0.3941 5.0833 -0.5749 0.250 -0.174 -0.145
H -0.4305 3.0215 -1.5435 -0.466 -0.261 0.291
H -1.2494 3.7862 -2.8881 0.614 0.196 -0.338
H -1.9907 4.3243 -0.0607 -0.461 -0.300 0.430
H -3.1245 3.5723 -1.2537 0.247 -0.228 0.031
H -4.4361 5.2320 -2.7745 -0.122 0.033 -0.510
H -3.4118 6.6218 -3.2837 -0.416 0.024 -0.011
H -2.8370 4.9945 -3.5128 0.044 -0.111 0.149
H -4.8354 5.2661 -0.4167 0.384 -0.420 0.030
H -3.5225 6.0196 0.5926 -0.107 -0.390 0.167
H -4.4377 6.9282 -0.5500 -0.010 0.113 -0.207
H 0.4531 7.3507 -3.7894 0.238 -0.347 0.276
H -1.2679 7.4828 -3.8036 -0.086 0.283 0.338
H -0.6309 5.9169 -3.9736 0.385 -0.106 -0.195
H -2.5188 8.3146 -0.4686 0.148 -0.071 0.180
C -1.5182 -0.8856 8.9161 -0.049 0.028 0.309
C -1.1227 0.0139 7.7250 1.575 0.139 1.647
C -1.0042 1.5383 8.2472 -0.231 -1.180 -0.542
C 0.1233 1.7352 9.2352 -0.569 0.538 -0.475
C 1.4441 1.3720 8.6358 -0.190 0.589 1.689
C 1.4986 0.0230 7.9560 -1.215 -1.494 1.171
N 0.1992 -0.3997 7.2302 1.808 2.117 -0.802
O 0.2103 -1.7044 6.6543 0.242 0.083 1.833
C 2.6761 0.1224 7.0910 0.470 -0.091 -2.659
C 1.9297 -0.9794 8.9962 -0.353 -1.618 1.570
C -2.0868 -0.0551 6.5835 -1.372 0.418 -0.072
H -1.5436 -1.9475 8.6717 -0.169 0.063 -0.400
H -2.4645 -0.5979 9.3741 -0.230 0.000 -0.177
H -0.7786 -0.8236 9.7144 0.064 0.222 -0.065
H -0.9088 2.1437 7.3458 0.369 0.169 -0.032
H -1.9307 1.8681 8.7171 -0.363 -0.415 -0.099
H -0.0738 1.1640 10.1424 -0.001 -0.169 -0.020
H 0.2336 2.7690 9.5624 -0.468 0.205 0.021
H 2.0364 1.3529 9.5506 0.727 -0.658 -0.093
H 1.9383 2.2203 8.1623 -0.530 -0.153 -1.028
H 3.5459 0.5210 7.6131 -0.174 0.100 0.007
H 2.9668 -0.8235 6.6340 -0.027 -0.152 0.010
H 2.3496 0.7867 6.2909 0.576 0.243 -0.370
H 1.3709 -1.1023 9.9239 -0.634 0.800 0.087
H 1.8601 -2.0120 8.6543 0.538 0.025 -0.626
H 2.9265 -0.7345 9.3629 0.215 -0.244 -0.319
H -1.6756 0.0259 5.5773 0.382 -0.044 0.206
H -2.7240 0.8162 6.7349 -0.493 -0.026 -0.312
H -2.7281 -0.9350 6.6334 0.089 -0.097 -0.091
H 0.1336 -1.6258 5.7006 0.074 0.611 -0.533
C 0.3362 -5.6046 -1.6434 -0.789 0.524 1.042
C -0.8129 -6.1162 -2.5095 -0.412 -0.549 -1.491
C -0.3326 -7.3884 -3.2957 -1.271 -0.205 -0.164
C -0.2819 -8.6906 -2.4954 0.723 2.012 0.211
C -1.6083 -8.9588 -1.7680 0.839 -0.586 -0.610
C -2.1419 -7.7647 -0.9473 0.730 0.888 0.847
N -1.9904 -6.4801 -1.7138 -0.260 -1.472 -1.565
O -2.5906 -5.3720 -1.1153 0.529 0.259 0.846
C -3.6559 -7.9308 -0.6597 -0.020 -0.069 -0.607
C -1.3536 -7.7137 0.4261 -1.224 -0.045 0.446
C -1.2056 -5.0603 -3.6210 1.135 0.223 0.734
H 0.5839 -6.4086 -0.9503 0.635 -0.074 -0.211
H -0.0880 -4.8409 -0.9915 -0.266 0.270 -0.059
H 1.1933 -5.1008 -2.0902 0.052 -0.564 -0.440
H -1.0548 -7.6323 -4.0749 -0.272 0.564 -0.329
H 0.6018 -7.1786 -3.8162 0.162 0.101 0.228
H 0.5170 -8.4905 -1.7814 0.024 -0.513 0.571
H 0.1239 -9.4531 -3.1602 -0.552 -0.414 0.180
H -1.3188 -9.8165 -1.1609 -0.615 0.125 0.779
H -2.3611 -9.3753 -2.4373 -0.122 0.413 -0.311
H -4.2436 -8.0609 -1.5684 0.367 -0.237 -0.471
H -3.8417 -8.8239 -0.0631 0.060 0.183 0.250
H -4.1381 -7.0446 -0.2472 0.491 -0.089 0.666
H -1.9980 -8.1653 1.1803 -0.153 -0.199 0.084
H -0.4326 -8.2854 0.5390 0.237 0.172 -0.682
H -1.2280 -6.7034 0.8155 0.153 0.089 -0.378
H -0.3577 -5.0795 -4.3057 0.042 0.121 -0.244
H -1.2264 -4.0426 -3.2311 -0.005 0.050 0.331
H -2.1033 -5.1467 -4.2332 -0.178 -0.805 0.378
H -3.3565 -5.1526 -1.6509 -0.172 -0.124 -0.207
C 2.5270 -1.4559 -4.8104 0.810 0.812 0.646
C 4.0101 -1.8940 -4.9162 -1.467 -0.015 2.573
C 4.1561 -2.3441 -6.3521 0.703 0.138 -0.202
C 5.5794 -2.4716 -6.8075 0.444 -0.881 -0.282
C 6.2899 -1.1735 -6.6360 -0.868 -0.624 -0.704
C 6.2474 -0.7538 -5.1856 1.703 0.177 0.776
N 4.9007 -0.7675 -4.5692 0.450 -0.053 -3.185
O 4.8643 -0.1924 -3.2925 0.020 -1.050 0.200
C 7.3330 -1.6254 -4.4178 -0.827 0.383 -0.861
C 6.7222 0.6752 -5.2327 -0.182 1.537 1.552
C 4.1741 -3.0636 -3.9147 0.838 -0.358 -0.623
H 2.4100 -0.5301 -5.3738 -0.315 -0.253 -0.632
H 2.2653 -1.1332 -3.8027 0.046 -0.392 0.354
H 1.8888 -2.2889 -5.1053 -0.076 0.320 -0.183
H 3.6537 -3.3065 -6.4489 -0.310 0.139 -0.082
H 3.7100 -1.5875 -6.9977 -0.435 -0.089 -0.073
H 5.6274 -2.7558 -7.8587 -0.085 -0.314 -0.016
H 6.1109 -3.2186 -6.2178 -0.052 -0.364 -0.131
H 5.8122 -0.4835 -7.3316 -0.124 0.574 0.289
H 7.3114 -1.2833 -7.0001 0.158 0.229 0.378
H 8.2245 -1.7185 -5.0380 0.276 0.634 0.131
H 7.5417 -1.1273 -3.4710 0.116 -0.519 0.115
H 7.0476 -2.6754 -4.3522 -0.385 0.170 0.677
H 5.8923 1.3170 -5.5285 0.017 -0.038 -0.649
H 6.9087 1.0574 -4.2291 0.262 -0.144 0.292
H 7.6265 0.9110 -5.7937 -0.147 -0.462 -0.288
H 4.3428 -2.7613 -2.8811 -0.249 0.289 -0.067
H 5.0670 -3.6149 -4.2094 0.087 -0.246 0.131
H 3.3471 -3.7723 -3.9592 -0.144 0.098 0.010
H 4.2216 0.5142 -3.3886 -0.340 0.417 0.045
C -3.2921 0.4282 -5.4998 -0.045 0.638 0.127
C -1.8085 0.5737 -5.9216 -0.901 1.021 1.017
C -0.9129 -0.2776 -5.0003 -1.497 0.956 0.375
C -0.9605 -1.7068 -5.3275 1.143 -1.296 -0.930
C -0.5688 -1.8687 -6.7788 -0.125 -0.436 0.263
C -1.4505 -1.1070 -7.7797 0.047 -0.332 -0.722
N -1.5774 0.3195 -7.3491 3.738 -4.548 3.134
O -2.2754 1.0843 -8.1502 -2.179 2.351 -2.084
C -0.6454 -1.2134 -9.1282 -1.488 1.068 -0.113
C -2.8650 -1.8113 -7.9739 0.653 0.334 -0.042
C -1.3893 2.0519 -5.6667 -0.449 -0.147 0.177
H -3.6774 -0.5914 -5.4868 0.003 0.111 -0.314
H -3.8842 1.1177 -6.1015 -0.232 -0.524 -0.544
H -3.4933 0.8341 -4.5084 0.521 -0.097 0.384
H 0.0749 0.1799 -4.9448 0.276 -0.453 -0.181
H -1.3425 -0.2877 -3.9986 -0.010 1.039 0.310
H -1.9040 -2.2179 -5.1356 -0.254 0.349 0.196
H -0.2077 -2.1780 -4.6956 -0.093 -0.454 0.019
H -0.5745 -2.9257 -7.0449 -0.107 -0.105 -0.238
H 0.4741 -1.5605 -6.8519 0.012 0.293 -0.302
H -1.0821 -0.5221 -9.8490 -0.434 -0.075 -0.165
H 0.3854 -0.8590 -9.1218 0.154 -0.504 0.671
H -0.7825 -2.2131 -9.5404 0.413 -0.022 0.090
H -2.8230 -2.8207 -8.3830 0.571 -0.052 -0.113
H -3.4302 -1.9358 -7.0502 0.108 0.360 0.064
H -3.4593 -1.2455 -8.6915 -0.061 0.216 0.162
H -2.1561 2.8063 -5.8426 -0.211 -0.146 -0.691
H -0.5114 2.2397 -6.2849 0.193 0.280 0.214
H -1.2014 2.2404 -4.6097 0.490 -0.379 0.109
H -1.7264 1.8717 -8.1344 -0.333 0.553 -0.777
C -7.5361 -2.5799 -2.3045 0.464 -0.004 0.507
C -6.1325 -2.2615 -1.6611 -0.245 -1.443 2.130
C -5.0473 -2.2500 -2.6968 0.228 0.488 -1.321
C -3.6985 -1.7745 -2.2608 0.790 0.005 0.769
C -3.7689 -0.4348 -1.5601 -0.558 0.896 0.181
C -4.9251 -0.2466 -0.5038 0.682 -1.188 0.209
N -6.1565 -0.9871 -0.9642 0.274 2.640 -0.423
O -7.1467 -0.8980 0.0812 0.626 -0.598 -0.696
C -4.3967 -0.7784 0.9035 -0.184 0.662 -0.207
C -5.2121 1.2816 -0.4477 -0.448 -0.395 0.136
C -5.7762 -3.3412 -0.5941 -0.927 -1.342 -0.029
H -7.4530 -3.2666 -3.1469 0.271 -0.149 0.091
H -8.0882 -1.7219 -2.6879 0.430 0.379 0.063
H -8.1930 -3.0391 -1.5657 0.083 -0.060 0.060
H -4.7969 -3.2356 -3.0891 -0.982 -0.303 -0.192
H -5.4083 -1.6114 -3.5030 0.047 -0.005 -0.378
H -3.0016 -1.7630 -3.0989 -0.182 0.476 -0.406
H -3.2389 -2.5889 -1.7007 -0.004 0.165 0.891
H -3.9015 0.3594 -2.2948 -0.435 -0.146 -0.526
H -2.8358 -0.0802 -1.1222 0.161 -0.533 0.466
H -5.1211 -1.3348 1.4984 -0.243 0.079 -0.316
H -3.4920 -1.3843 0.8534 -0.029 -0.174 -0.431
H -4.1090 0.0743 1.5184 -0.022 0.148 -0.008
H -4.3336 1.8753 -0.1949 0.290 -0.304 0.072
H -5.5770 1.6614 -1.4020 -0.007 -0.254 -0.202
H -5.9664 1.5518 0.2912 -0.062 -0.266 0.125
H -6.5961 -3.5500 0.0931 -0.199 0.805 0.292
H -4.8860 -3.1922 0.0169 0.039 0.348 -0.365
H -5.7262 -4.3505 -1.0027 0.497 -0.126 -0.680
H -7.8258 -0.3785 -0.3555 -0.191 0.092 0.097
C 2.2310 -5.2282 4.2413 -0.210 -0.676 3.032
C 3.3094 -4.1256 4.2928 -2.887 -1.507 -0.638
C 4.6706 -4.5497 4.7232 1.238 0.217 -0.127
O 3.2509 -3.8616 2.9272 2.474 2.115 -2.498
H 2.2822 -5.9774 3.4512 0.763 0.261 -0.082
H 1.2366 -4.7851 4.1871 0.020 0.169 0.005
H 2.2855 -5.7490 5.1972 -0.483 -0.480 0.181
H 2.8935 -3.2815 4.8430 0.269 0.101 0.431
H 5.0754 -5.2383 3.9815 -0.017 -0.234 0.115
H 4.7908 -4.9572 5.7270 -0.758 -0.385 -0.060
H 5.3863 -3.7294 4.7774 -0.147 0.421 -0.436
H 2.4107 -3.4884 2.6509 -0.100 0.105 0.161
C -4.2158 2.6637 2.7374 1.289 -0.233 1.174
C -4.0402 2.6065 4.2734 0.330 1.254 1.007
C -2.9366 3.5411 4.8215 0.354 -0.284 -1.913
O -5.2001 3.1045 4.8948 -1.145 -0.259 0.440
H -3.3826 2.0808 2.3448 -0.078 -0.113 -0.506
H -4.0689 3.6935 2.4116 -0.319 0.048 -0.116
H -5.1706 2.2519 2.4104 0.121 0.067 0.085
H -3.8168 1.6194 4.6783 -0.082 -0.412 -0.451
H -3.1965 4.5676 4.5627 -0.101 0.101 0.021
H -2.0787 3.2782 4.2025 0.505 0.218 0.247
H -2.6384 3.5246 5.8698 -0.498 -0.548 0.005
H -5.8272 2.3777 4.9102 -0.378 0.131 0.070



Record 2
48
Properties=species:S:1:pos:R:3:forces:R:3 method="wB97M-V/def2-TZVPD" relative_energy_ev=0.136 total_charge=-1 homo_lumo_gap_ev=5.88 mol_weight_g_mol=685.40
Tl -0.3843 -0.3730 -0.3114 0.036 -0.154 0.078
C 4.2995 -0.4983 -0.5516 -0.008 0.057 0.026
C 4.7220 0.7219 -0.0368 -0.085 -0.033 -0.031
C 3.7742 1.6763 0.2979 0.019 -0.022 0.024
C 2.4082 1.4189 0.1238 0.061 0.144 0.045
C 1.9529 0.1829 -0.3691 -0.143 0.189 -0.055
C 2.9399 -0.7488 -0.6980 -0.004 -0.084 -0.013
C 1.4152 2.4880 0.4615 0.167 -0.097 -0.070
C 1.8031 3.8517 0.6459 0.107 -0.046 -0.045
C 0.8695 4.7890 0.9450 -0.026 0.050 0.018
C -0.4918 4.4177 1.0634 0.000 0.040 -0.015
C -1.5260 5.3348 1.3653 0.029 -0.008 0.001
C -2.8225 4.9113 1.4379 -0.003 -0.085 -0.022
C -3.1347 3.5516 1.2005 -0.023 0.096 0.016
C -2.1545 2.6489 0.9051 0.046 -0.041 0.008
C -0.8005 3.0612 0.8396 0.056 -0.022 -0.018
N 0.1601 2.1361 0.5577 -0.349 0.062 0.132
H 5.0305 -1.2501 -0.8314 -0.007 -0.004 0.001
H 5.7763 0.9290 0.1016 0.007 0.000 0.007
H 4.1198 2.6157 0.7160 -0.016 -0.018 -0.013
H 2.6383 -1.7162 -1.0953 0.020 0.015 0.011
H 2.8367 4.1392 0.5199 -0.019 -0.001 0.007
H 1.1498 5.8292 1.0786 -0.004 -0.025 0.003
H -1.2710 6.3763 1.5336 -0.001 -0.033 -0.004
H -3.6143 5.6136 1.6687 0.006 -0.012 -0.004
H -4.1670 3.2250 1.2432 0.027 0.016 0.005
H -2.3863 1.6112 0.7029 0.031 -0.011 -0.006
C -1.8610 -3.2048 4.2983 0.117 0.117 0.092
Te -1.7400 -2.2285 2.3675 -0.107 -0.078 -0.115
C -0.0912 -1.1685 3.2209 0.021 -0.013 0.059
C -0.0284 -1.5275 4.6852 0.014 0.016 -0.058
C 0.8854 -0.8903 5.5272 -0.025 -0.018 -0.010
C 0.9561 -1.2087 6.8729 -0.026 -0.022 0.000
C 0.1064 -2.1778 7.3976 0.010 0.022 -0.032
C -0.8006 -2.8159 6.5677 -0.001 0.026 -0.054
C -0.8802 -2.5016 5.2084 -0.030 -0.062 0.036
H -1.6015 -4.2573 4.1840 0.010 -0.006 0.042
H -2.8764 -3.1436 4.6891 0.008 0.008 0.030
H -0.2462 -0.1008 3.0731 0.005 -0.002 0.010
H 0.8207 -1.4477 2.6944 0.011 0.001 0.029
H 1.5438 -0.1342 5.1127 -0.020 -0.023 0.009
H 1.6689 -0.7023 7.5134 -0.020 -0.015 -0.019
H 0.1527 -2.4315 8.4502 -0.004 0.002 -0.024
H -1.4651 -3.5724 6.9730 0.022 0.025 -0.015
O -1.2823 1.2825 -2.0535 0.312 -0.057 -0.208
C -1.0496 0.4819 -2.9962 -0.532 -0.299 0.433
O -0.5542 -0.6619 -2.8869 0.188 0.268 -0.104
H -1.3997 0.7852 -4.0007 0.130 0.134 -0.188



Number 1: LUMO level -0.1 eV. Number 2: LUMO level 2.4 eV.